[1]
{"formula": "C50H50AsCl3F5GeN6O4SiTi", "method": "wB97M-V/def2-TZVPD", "relative_energy_kcal_mol": 11.4, "homo_energy_ev": [0.4474, -3.2596], "total_charge": -2, "s_squared": 3.813, "spin_multiplicity": 4, "gap_ha": [0.113, 0.213], "total_energy_ha": -9896.57568, "elements": ["As", "Ge", "Ti", "Cl", "Cl", "Cl", "Si", "F", "F", "F", "F", "F", "O", "O", "O", "O", "N", "N", "N", "N", "N", "N", "C", "C", "C", "C", "C", "C", "C", "C", "C", "C", "C", "C", "C", "C", "C", "C", "C", "C", "C", "C", "C", "C", "C", "C", "C", "C", "C", "C", "C", "C", "C", "C", "C", "C", "C", "C", "C", "C", "C", "C", "C", "C", "C", "C", "C", "C", "C", "C", "C", "C", "H", "H", "H", "H", "H", "H", "H", "H", "H", "H", "H", "H", "H", "H", "H", "H", "H", "H", "H", "H", "H", "H", "H", "H", "H", "H", "H", "H", "H", "H", "H", "H", "H", "H", "H", "H", "H", "H", "H", "H", "H", "H", "H", "H", "H", "H", "H", "H", "H", "H"], "coordinates": [[-1.56410, -1.69380, -1.85100], [-1.99510, 1.76640, -2.52200], [0.17980, -0.22050, 0.32360], [-1.81510, 1.54410, -4.86650], [-1.91050, 4.09150, -2.52320], [-4.34790, 1.56020, -2.75240], [1.91890, -2.85210, 1.77980], [-1.71640, 6.37940, 2.19590], [-3.48050, 2.44210, 0.18220], [1.13830, 2.71900, 1.14140], [-3.83380, 4.98610, 1.16110], [0.79350, 5.21940, 2.16190], [1.86360, 0.62300, -0.95480], [-0.36200, -0.61500, -1.56080], [-1.02580, 1.25510, 0.26970], [-3.19130, 0.18040, 1.91580], [4.08690, 2.21110, 4.70880], [0.90990, 0.42310, 2.15360], [5.16740, 2.24840, 3.83860], [5.89130, 3.28720, 4.11620], [2.13030, 1.02110, 3.89570], [1.63970, -1.73360, 0.50030], [3.39230, 0.70250, 1.78070], [1.40670, -4.69070, 1.48700], [1.56200, 2.82690, -1.84290], [5.35060, 3.94720, 5.15900], [-1.92190, -1.66150, -3.77800], [-3.35010, -1.32200, -1.15150], [-5.65780, -5.83630, -0.23690], [-0.68690, -3.45460, -1.75470], [-1.20010, -4.80800, 5.19120], [4.17340, 3.26780, 5.57460], [3.78590, -2.92140, 2.29560], [2.71030, -0.45010, -1.24080], [-0.99880, -6.17930, 5.08190], [3.42180, 3.67700, 6.65500], [4.34660, -2.60070, -1.86030], [-0.10770, 3.27520, 1.17320], [2.14520, 0.65870, 2.58090], [1.21810, 1.80680, -4.38980], [1.60170, 1.45230, -2.04220], [-2.61040, 4.42070, 1.14460], [1.18450, 3.17730, -4.18680], [-1.66420, -6.07510, 2.78100], [-1.87060, -4.68820, 2.87970], [3.27140, 1.05320, 4.79220], [1.33310, 3.68190, -2.90790], [-2.42850, 3.14660, 0.66320], [-4.38960, -5.37090, 1.75210], [0.81800, 1.05020, 4.29000], [-1.73380, -2.79850, 1.29060], [3.32800, -2.74530, -0.94230], [2.51760, -1.66620, -0.53320], [4.60240, -1.36390, -2.42790], [-1.52700, 5.14500, 1.66500], [5.02330, 5.48440, 6.94490], [1.40940, 0.94580, -3.32660], [-0.26560, 4.55100, 1.66110], [0.07780, 0.68510, 3.21100], [-3.46770, -4.58450, 1.02360], [5.77880, 5.08760, 5.85560], [-2.35780, -3.97160, 1.70650], [3.76770, -0.29970, -2.12140], [-5.46080, -5.97060, 1.13240], [-1.15910, -1.73980, 0.99240], [1.05880, -2.37930, 3.41540], [-3.69350, -4.45240, -0.35640], [-4.76050, -5.06990, -0.97170], [-1.17250, 2.48240, 0.67040], [3.87690, 4.80900, 7.34260], [-1.62400, -4.06810, 4.10450], [-1.22880, -6.80650, 3.86450], [0.08570, -1.93940, 3.23940], [4.03030, -2.11150, 2.97820], [5.42910, -1.22560, -3.10920], [4.46150, -2.84860, 1.44830], [-2.43480, -2.57490, -4.08690], [4.00580, -3.85270, 2.80930], [2.52330, 3.16150, 6.96240], [-1.18270, -4.18040, -2.40170], [0.92120, -3.26840, 4.02030], [-4.25880, -5.48060, 2.82010], [-0.67880, -6.75640, 5.93960], [-1.83850, -6.56670, 1.83250], [-4.90230, -4.96270, -2.03920], [1.43370, -5.23040, 2.42830], [1.27210, 4.74590, -2.73070], [4.95370, -3.45780, -2.12420], [-0.62120, -3.82540, -0.73440], [0.39030, -4.76030, 1.11680], [3.65010, -0.27940, 1.39070], [0.53280, 1.34510, 5.27980], [6.66620, 5.61770, 5.54550], [2.88460, 0.96730, 5.81500], [1.06920, 1.40170, -5.37880], [-6.48910, -6.32970, -0.72310], [0.32490, -3.25240, -2.12340], [3.32210, 5.16050, 8.20210], [-0.97030, -1.56950, -4.30770], [-1.02570, -4.31910, 6.14050], [5.33270, 6.35650, 7.50860], [3.13020, -3.70920, -0.50090], [-1.80610, -3.00790, 4.19390], [2.05050, -5.22270, 0.79310], [4.21240, 1.09550, 2.38340], [1.72430, 3.23520, -0.86100], [1.41350, -0.12480, -3.48380], [-2.53690, -0.79740, -4.03880], [-2.98670, -3.88050, -0.94190], [-3.57210, -0.29420, -1.46000], [-3.93210, 0.64440, 1.51330], [1.01500, 3.84190, -5.02010], [-6.16140, -6.55460, 1.71650], [-2.44350, 0.32860, 1.31070], [1.64300, -1.67740, 4.00010], [3.93260, 0.66580, -2.58170], [3.90080, 0.17860, 4.56950], [-1.06900, -7.87320, 3.76450], [-4.06610, -1.97790, -1.64700], [-0.99020, 0.57490, 3.13360], [-3.41920, -1.43080, -0.07140], [3.25240, 1.37940, 0.93840]]}

[2]
{"formula": "C9H15N4", "method": "wB97M-V/def2-TZVPD", "relative_energy_kcal_mol": 60.1, "homo_energy_ev": -13.2256, "total_charge": 1, "spin_multiplicity": 1, "gap_ha": 0.374, "total_energy_ha": -570.61377, "elements": ["N", "N", "N", "N", "C", "C", "C", "C", "C", "C", "C", "C", "C", "H", "H", "H", "H", "H", "H", "H", "H", "H", "H", "H", "H", "H", "H", "H"], "coordinates": [[0.76153, -0.54118, 0.17987], [0.60657, 0.52871, -0.52135], [-1.30089, 0.01243, 1.30937], [-1.45005, 1.00348, 0.68390], [0.21403, -1.38007, 2.47599], [-1.52172, 0.78870, -1.67585], [1.93355, -1.06716, -0.06092], [-1.06809, -2.13494, 0.37242], [1.72596, 0.67813, -1.23726], [-0.65962, 1.25254, -0.49065], [-0.32434, -0.96289, 1.13890], [2.67336, -0.28467, -0.97719], [-0.34595, 2.76380, -0.57217], [-1.92849, -1.78028, -0.10959], [1.79322, 1.48247, -1.92084], [0.67503, -0.46184, 2.78778], [0.90747, -2.17501, 2.32032], [0.15649, 3.02342, 0.32957], [-0.36886, -2.50688, -0.34920], [3.74153, -0.39411, -1.26851], [-0.58296, -1.82441, 3.04223], [-1.26334, 1.30084, -2.72440], [0.38253, 2.95141, -1.50331], [-1.37226, -2.75748, 1.20343], [2.15450, -1.97246, 0.40748], [-1.48109, -0.24383, -1.90218], [-2.52734, 1.04818, -1.60292], [-1.20642, 3.35996, -0.56054]]}

[3]
{"formula": "C42H75FN4O10P", "method": "wB97M-V/def2-TZVPD", "homo_energy_ev": -10.0313, "total_charge": 1, "spin_multiplicity": 1, "gap_ha": 0.187, "total_energy_ha": -3056.59502, "elements": ["P", "F", "O", "O", "O", "O", "O", "O", "O", "O", "O", "O", "N", "N", "N", "N", "C", "C", "C", "C", "C", "C", "C", "C", "C", "C", "C", "C", "C", "C", "C", "C", "C", "C", "C", "C", "C", "C", "C", "C", "C", "C", "C", "C", "C", "C", "C", "C", "C", "C", "C", "C", "C", "C", "C", "C", "C", "C", "H", "H", "H", "H", "H", "H", "H", "H", "H", "H", "H", "H", "H", "H", "H", "H", "H", "H", "H", "H", "H", "H", "H", "H", "H", "H", "H", "H", "H", "H", "H", "H", "H", "H", "H", "H", "H", "H", "H", "H", "H", "H", "H", "H", "H", "H", "H", "H", "H", "H", "H", "H", "H", "H", "H", "H", "H", "H", "H", "H", "H", "H", "H", "H", "H", "H", "H", "H", "H", "H", "H", "H", "H", "H", "H"], "coordinates": [[4.02424, 1.40927, -1.81836], [5.13540, 4.39573, 3.63420], [-9.29877, -2.51562, -1.30683], [7.57781, 2.95680, 2.09467], [-5.03056, -3.54504, 2.96685], [2.34833, -0.51956, -5.16904], [6.86876, 6.72476, 0.07892], [6.84833, -4.26228, 1.19504], [4.42143, 6.78654, 3.43189], [3.49322, 0.11311, -1.02083], [0.89701, 7.53825, 2.28521], [2.71298, 6.69323, -0.13328], [6.64709, 6.16871, 2.51955], [4.98549, 2.45941, -0.74255], [10.19300, 3.22612, 1.13905], [6.65453, 3.07603, 1.10082], [-1.60672, 4.34495, 1.16071], [6.07327, 4.33201, 0.48956], [-10.18168, -3.27393, 0.86166], [-10.09060, -2.16708, -0.17424], [6.02154, -4.86882, 2.18467], [1.46145, 7.46784, -0.27988], [-5.85735, -4.15158, 3.95648], [6.61987, -0.71372, -0.10351], [-9.75139, -3.62100, -2.08408], [4.98723, 3.97383, -0.72652], [5.95497, 1.96881, 0.32484], [-4.65887, -4.36217, 1.85988], [-0.14023, 0.48138, 1.90128], [4.15645, 5.08393, -1.61498], [0.91778, 3.36194, 1.88768], [5.33654, 5.82956, 3.22597], [6.67114, -6.06107, 2.86585], [-5.20775, -5.34383, 4.63766], [1.40378, 4.92349, 2.22633], [-3.96325, 1.53862, -1.07285], [-1.09560, 1.46633, 0.94583], [2.72002, -1.33669, -6.27601], [6.55167, 5.82518, 1.03889], [7.22002, -5.07941, 0.08807], [8.94527, 3.00459, 1.49566], [-1.17659, 5.89675, 1.48275], [1.53523, -1.81697, -7.09582], [1.52154, -1.12610, -4.17940], [-11.12209, -3.40367, -2.70167], [2.17114, -2.31835, -3.49822], [-2.63742, 1.16920, 1.33169], [6.36156, 0.45604, 0.81125], [-5.08095, 0.28512, 0.94896], [6.03523, -5.55969, -0.73175], [-3.16505, -1.00074, -0.30855], [1.02570, 8.32428, 1.04837], [-5.84366, -4.84245, 1.04006], [2.68772, 5.47156, -0.97617], [-0.63336, 1.21896, -0.59406], [0.35349, 6.18237, 1.99714], [-0.62337, 3.02375, 1.33202], [-3.60054, 0.51288, 0.19766], [0.93676, 0.46641, 1.43463], [7.66032, -5.79459, 3.25145], [-1.92557, 6.78849, 1.32501], [3.16032, -2.05187, -3.11263], [6.83260, 7.20512, 2.55856], [-3.25825, 1.38563, -1.99435], [5.41162, -6.25492, -0.16406], [-0.13050, 0.85422, 3.02754], [-11.15113, -2.46064, -3.25668], [-4.04248, -5.20230, 2.19610], [-3.20317, 2.13483, 1.74755], [-2.58401, -0.83949, -1.33890], [7.85969, -4.46179, -0.55171], [3.35969, -0.71907, -6.91578], [-0.06051, 8.76170, 0.81844], [6.37771, -6.07724, -1.63260], [-5.82866, -5.69597, 5.46666], [0.90062, -0.97469, -7.39054], [-9.60786, -1.29780, 0.28538], [-9.02202, -3.75170, -2.89060], [-4.01920, -3.74455, 1.22010], [1.70168, 9.27250, 1.24874], [3.95031, 4.62269, -2.69210], [0.55058, -1.39556, -4.60674], [-4.07318, -1.72937, -0.45837], [1.55023, -2.67049, -2.66922], [-2.63181, 0.41397, 2.25667], [-5.80720, -0.12723, 0.12180], [-4.88919, -0.61007, 1.71136], [6.42170, 0.22675, 1.97641], [-11.08547, -1.83771, -0.49135], [-10.69437, -2.91664, 1.75953], [-9.18346, -3.62730, 1.14040], [-5.50118, -5.36000, 0.13921], [2.31394, 4.50856, -0.38249], [-2.34572, -1.40704, 0.44237], [5.82659, -4.09933, 2.93926], [-11.36947, -4.22367, -3.38224], [-5.07356, -6.17742, 3.94230], [0.50987, 1.54879, -0.67089], [1.87771, -2.33452, -7.99668], [-6.47827, -4.00017, 0.74534], [-4.21857, -5.07735, 5.02325], [2.52099, 5.10754, 2.59191], [-1.20598, 1.83068, -1.41056], [-5.46686, 1.25193, 1.48911], [4.82793, 6.04700, -1.66805], [-6.05229, -3.38209, 4.71107], [1.32659, -0.35661, -3.42482], [3.33641, -2.17682, -5.93978], [-10.73739, -4.13415, 0.47995], [-0.64026, -0.58505, 1.83046], [0.58075, 6.79737, -0.72653], [4.90693, 0.87708, -2.85803], [6.05023, -6.41321, 3.69485], [1.68218, 8.27215, -1.13390], [-11.90242, -3.35657, -1.93664], [-5.06993, 1.34407, -1.40560], [-0.62492, 0.04429, -0.79928], [1.94054, 5.56205, -1.90037], [2.30533, -3.15194, -4.19359], [-6.82831, -4.42104, 3.52915], [-3.92069, 2.62648, -0.60731], [-2.72060, 4.18311, 0.76718], [7.83641, -5.91954, 0.42429], [6.80533, -6.89466, 2.17049], [-9.72649, -4.54018, -1.49038], [0.91162, -2.51220, -6.52813], [2.94514, 2.06952, -2.50837], [5.96823, -0.85726, -1.09166], [5.05058, -5.13828, 1.75734], [-6.46726, -5.53768, 1.60775], [7.43734, -1.52753, 0.19193], [1.73879, 2.53821, 2.04537], [5.40062, -4.71741, -1.02647]]}

[4]
{"formula": "C4H10N3", "method": "wB97M-V/def2-TZVPD", "relative_energy_kcal_mol": 61.0, "homo_energy_ev": -13.6183, "total_charge": 1, "spin_multiplicity": 1, "gap_ha": 0.353, "total_energy_ha": -322.36336, "elements": ["N", "N", "N", "C", "C", "C", "C", "H", "H", "H", "H", "H", "H", "H", "H", "H", "H"], "coordinates": [[1.04759, -0.37660, -1.13817], [-0.42650, -0.78402, 0.60435], [-0.65227, 2.44302, 1.16972], [0.48352, -1.40585, -0.30667], [-1.56167, -1.24656, 0.85968], [0.29942, 1.59665, 1.01432], [1.35266, -0.62006, -2.33052], [0.01147, -2.22521, -0.87932], [1.29953, -1.82512, 0.29675], [1.79992, 0.16944, -2.91412], [1.21122, -1.58646, -2.81659], [-0.99819, 2.68254, 2.09164], [-1.95030, -2.17455, 0.43884], [-1.07389, 2.92223, 0.38060], [-2.20761, -0.71282, 1.54191], [0.69780, 1.32928, 0.03700], [0.74906, 1.13597, 1.88280]]}

[5]
{"formula": "C4H7NO2", "method": "wB97M-V/def2-TZVPD", "relative_energy_kcal_mol": 128.6, "homo_energy_ev": -7.4440, "spin_multiplicity": 1, "gap_ha": 0.301, "total_energy_ha": -361.67590, "elements": ["O", "O", "N", "C", "C", "C", "C", "H", "H", "H", "H", "H", "H", "H"], "coordinates": [[-0.40077, 0.68658, 1.05490], [-0.84856, -0.38948, -1.70156], [1.82569, 0.76688, 1.35641], [0.72589, 0.07779, 0.99160], [-1.66338, 0.70772, -1.20943], [0.73590, -1.22905, 0.45925], [-1.13823, -0.36844, -0.38128], [0.11796, -1.94280, 0.99786], [-1.15994, 1.67038, -1.18107], [-2.69247, 0.70352, -1.56683], [-1.72258, -1.14664, 0.09154], [1.75599, 1.75934, 1.51702], [2.72223, 0.31817, 1.43302], [1.67411, -1.64361, 0.09100]]}

[6]
{"formula": "C6H8N2O2", "method": "wB97M-V/def2-TZVPD", "relative_energy_kcal_mol": 137.7, "homo_energy_ev": -9.0682, "spin_multiplicity": 1, "gap_ha": 0.352, "total_energy_ha": -493.22743, "elements": ["O", "O", "N", "N", "C", "C", "C", "C", "C", "C", "H", "H", "H", "H", "H", "H", "H", "H"], "coordinates": [[-1.37236, -1.18022, -1.64924], [-1.20583, -1.76082, 0.61903], [1.26491, -3.08566, 2.45485], [-0.82068, -0.83277, -0.61490], [-0.28080, 1.90490, -1.98086], [-0.00467, 0.14283, -0.22657], [0.35059, -2.47672, 2.23583], [0.23840, -0.05451, 1.28523], [0.69360, 1.11876, -1.09539], [-0.59564, -1.43473, 1.83190], [0.37992, 0.72025, 2.00128], [-0.79523, 2.69439, -1.33915], [1.28135, -0.51392, 1.24649], [0.42573, 2.35332, -2.59714], [1.24216, 1.81630, -0.43355], [-1.28752, -1.30441, 2.66823], [1.41537, 0.62176, -1.81979], [-0.92930, 1.27124, -2.58626]]}

no.,strongest force on any atom (eV/A)
1,2.86
2,3.85
3,12.32
4,1.22
5,0.37
6,4.30